[1]
{
  "formula": "C19H11Br2FGdINO4",
  "method": "ωB97M-V with the def2-TZVPD basis set",
  "e_lumo_ev": [-13.62, -12.19],
  "homo_ha": [-0.651, -0.664],
  "total_charge": 3,
  "spin_multiplicity": 8,
  "species": ["C", "C", "Br", "C", "Br", "C", "C", "C", "C", "C", "C", "C", "O", "C", "C", "C", "C", "O", "N", "C", "O", "F", "C", "C", "I", "C", "C", "O", "H", "H", "H", "H", "H", "H", "H", "H", "H", "H", "H", "Gd"],
  "positions_angstrom": [[-4.3255, 5.4268, -1.3160], [-3.5203, 4.1199, -0.8385], [-2.3501, 4.7195, 0.6953], [-2.6108, 3.4424, -2.0211], [-2.0165, 4.8542, -3.3073], [-1.3631, 2.7662, -1.2268], [0.1192, 3.3244, -1.3314], [1.2743, 2.6630, -0.5080], [0.9286, 1.4101, 0.4445], [-0.5876, 0.8099, 0.5139], [-1.7089, 1.4841, -0.3103], [-0.8027, -0.4874, 1.5145], [-1.8050, -0.6083, 2.2542], [0.4237, -1.5939, 1.4728], [0.2358, -3.1339, 1.4523], [1.5602, -4.0235, 1.3575], [1.3593, -5.6343, 1.2845], [1.1914, -6.3361, 2.3034], [1.3709, -6.2036, -0.0812], [2.6659, -5.9800, -0.7525], [3.7349, -6.5449, -0.4767], [2.6429, -5.0486, -1.8480], [3.0512, -3.4628, 1.3291], [3.2690, -1.9121, 1.3513], [5.3251, -1.1309, 1.2708], [1.9434, -0.9991, 1.4193], [2.0720, 0.6618, 1.3920], [2.9316, 1.3064, 2.0307], [-5.2090, 5.5483, -0.5746], [-3.6243, 6.3272, -1.1533], [-4.7521, 5.3664, -2.3735], [-4.2442, 3.2761, -0.5129], [-3.1957, 2.6783, -2.6408], [0.3978, 4.2121, -1.9889], [2.3289, 3.1157, -0.5861], [-2.7629, 1.0553, -0.2492], [-0.8284, -3.5425, 1.4943], [1.1205, -7.2107, -0.0732], [3.9238, -4.1958, 1.2655], [1.8366, -0.5197, -0.6759]],
  "atomic_forces_ev_per_a": [[-0.161, 0.010, 1.336], [-1.203, -0.352, -1.576], [-0.496, -0.858, -0.959], [0.879, 0.293, 1.244], [-0.013, -1.162, 0.772], [1.272, -0.737, 0.997], [0.623, -3.291, 2.714], [-4.011, -0.381, -0.272], [-1.265, 0.809, -1.426], [-0.113, 1.903, -1.681], [4.142, 0.265, 0.809], [-2.378, 0.074, 1.638], [4.572, 0.329, -3.575], [1.986, -1.882, -0.045], [3.586, 2.758, -0.199], [0.562, 2.050, -0.081], [-0.144, -2.509, 1.927], [0.390, 3.490, -4.025], [1.320, 1.621, 0.949], [3.740, -1.769, -0.323], [-4.926, 2.826, -1.186], [-0.576, -1.719, 2.704], [-3.781, 2.362, -0.036], [-3.004, -1.901, 0.635], [-2.252, -0.578, -0.116], [0.230, -2.445, 2.433], [1.357, 2.874, 3.409], [-3.452, -2.975, -3.011], [1.454, -0.179, -1.250], [-1.266, -1.364, -0.685], [0.777, -0.031, 1.488], [1.317, 1.545, -0.036], [0.854, 0.987, 1.084], [-0.754, -1.335, 0.937], [-1.737, -0.889, 0.345], [1.549, 0.789, -0.114], [1.743, 0.315, -0.029], [0.405, 0.645, 0.198], [-1.289, 1.154, 0.141], [0.060, -0.744, -5.136]],
  "lowdin_spin": [0.00, 0.00, -0.13, 0.00, 0.00, -0.13, -0.05, 0.07, -0.14, 0.03, -0.06, 0.00, 0.00, -0.01, 0.01, -0.03, 0.00, 0.00, 0.00, 0.00, 0.00, 0.00, 0.01, -0.01, 0.00, -0.01, 0.01, 0.02, 0.00, 0.00, 0.00, 0.00, 0.00, 0.00, 0.00, 0.00, 0.00, 0.00, 0.00, 7.43]
}

---

[2]
{
  "formula": "C11H13N2O2",
  "method": "ωB97M-V with the def2-TZVPD basis set",
  "e_lumo_ev": -3.85,
  "homo_ha": -0.480,
  "total_charge": 1,
  "relative_energy_kcal_mol": 0.0,
  "smiles": "CCOC(=O)[C@@]12C[C@@H]1N1C=CC=CC1=[NH+]2",
  "species": ["C", "C", "O", "C", "O", "C", "C", "C", "N", "C", "C", "C", "C", "C", "N", "H", "H", "H", "H", "H", "H", "H", "H", "H", "H", "H", "H", "H"],
  "positions_angstrom": [[-3.4013, 0.2887, 3.1335], [-2.5784, 1.4083, 2.6342], [-2.0123, 1.0612, 1.3401], [-0.9387, 0.3335, 1.3370], [-0.3950, -0.2131, 2.2478], [-0.3849, 0.1629, -0.0384], [-0.7260, 0.9337, -1.1929], [0.6957, 1.0918, -0.7095], [1.6352, 0.1525, -1.1738], [2.7585, 0.4761, -1.9773], [3.4251, -0.5440, -2.6068], [3.0026, -1.9084, -2.4518], [1.9011, -2.2090, -1.6921], [1.2198, -1.0954, -1.0834], [0.1012, -1.1592, -0.3789], [-4.2916, 0.1099, 2.6047], [-2.9405, -0.7418, 2.9847], [-3.6149, 0.6240, 4.1403], [-1.6147, 1.6107, 3.1767], [-3.0946, 2.2610, 2.3461], [-1.2238, 1.8747, -1.0674], [-0.8663, 0.4454, -2.1216], [0.9390, 1.9930, -0.2909], [3.0039, 1.4771, -1.8841], [4.3417, -0.4713, -3.2029], [3.6551, -2.7408, -2.7639], [1.5594, -3.1364, -1.4515], [-0.1552, -2.0849, 0.1419]],
  "atomic_forces_ev_per_a": [[0.958, -1.351, 0.530], [3.039, -1.259, -0.754], [-0.295, 0.298, -1.153], [0.375, -0.515, -0.750], [0.231, -0.309, 1.105], [0.606, -0.723, 0.444], [0.370, 1.453, -1.222], [-2.283, -2.376, 0.421], [2.622, 0.894, -2.583], [-0.856, -2.882, 0.574], [0.183, -0.258, 0.036], [-0.262, -0.357, 1.185], [1.053, 3.846, -0.281], [0.170, -1.919, -0.333], [-1.324, -2.407, 2.039], [-1.493, 0.651, -0.761], [0.153, 1.493, 1.085], [-0.299, -0.944, 0.566], [-1.535, 0.060, 0.510], [-1.135, 1.735, 0.319], [-0.595, 0.028, 0.130], [-0.340, -0.419, -0.769], [1.236, 1.886, 0.894], [0.709, 1.742, -0.413], [-0.475, 0.840, 0.383], [-0.501, 0.675, -0.315], [-0.751, -2.583, 0.345], [0.439, 2.702, -1.232]],
  "lowdin_charge": [-0.05, -0.16, 0.03, -0.48, 0.16, -0.23, 0.02, -0.05, 0.05, 0.06, -0.02, -0.01, 0.06, -0.23, 0.18, 0.06, 0.12, 0.09, 0.15, 0.11, 0.14, 0.13, 0.14, 0.12, 0.13, 0.14, 0.09, 0.24]
}

---

[3]
{
  "formula": "C18H42N2O4",
  "method": "ωB97M-V with the def2-TZVPD basis set",
  "e_lumo_ev": 0.34,
  "homo_ha": -0.313,
  "relative_energy_kcal_mol": 4.6,
  "smiles": "CC1(C)CCCC(C)(C)N1O.CC1(C)CCCC(C)(C)N1O.O.O",
  "species": ["C", "C", "C", "C", "C", "C", "C", "C", "C", "N", "O", "H", "H", "H", "H", "H", "H", "H", "H", "H", "H", "H", "H", "H", "H", "H", "H", "H", "H", "H", "C", "C", "C", "C", "C", "C", "C", "C", "C", "N", "O", "H", "H", "H", "H", "H", "H", "H", "H", "H", "H", "H", "H", "H", "H", "H", "H", "H", "H", "H", "O", "H", "H", "O", "H", "H"],
  "positions_angstrom": [[-14.8321, -12.1732, 4.8503], [-15.4411, -10.7971, 5.0977], [-16.4583, -10.8994, 6.2569], [-14.3121, -9.8488, 5.4890], [-14.6156, -8.3606, 5.2693], [-15.2427, -8.0819, 3.9148], [-16.4559, -8.9660, 3.6353], [-17.6426, -8.5675, 4.5156], [-16.8876, -8.8011, 2.1748], [-15.9916, -10.3400, 3.8254], [-16.9332, -11.2520, 3.3099], [-14.3016, -12.5174, 5.7425], [-15.5779, -12.9318, 4.6133], [-14.1353, -12.1262, 4.0132], [-16.6516, -9.9275, 6.7121], [-17.4293, -11.2978, 5.9483], [-16.0677, -11.5619, 7.0294], [-14.1086, -9.9711, 6.5584], [-13.3975, -10.1067, 4.9540], [-15.2565, -7.9640, 6.0597], [-13.6649, -7.8257, 5.3366], [-14.5231, -8.2183, 3.1023], [-15.5464, -7.0287, 3.8708], [-18.3390, -9.3973, 4.6753], [-18.2527, -7.7909, 4.0457], [-17.4316, -8.1853, 5.5186], [-17.8909, -9.1886, 2.0208], [-16.2105, -9.3570, 1.5255], [-16.8364, -7.7461, 1.9058], [-17.6149, -11.3970, 3.9868], [-18.8450, -3.2740, 6.9157], [-19.4854, -4.1565, 7.9786], [-18.8265, -3.8260, 9.3459], [-20.9973, -3.8484, 8.0083], [-21.8009, -4.8519, 8.8147], [-21.5601, -6.2597, 8.2850], [-20.0772, -6.6319, 8.2851], [-19.5838, -6.8680, 9.7257], [-19.9160, -7.9628, 7.5489], [-19.3662, -5.5703, 7.5434], [-18.0148, -5.9212, 7.3296], [-17.8413, -3.6273, 6.6639], [-19.4032, -3.2992, 5.9778], [-18.7734, -2.2471, 7.2628], [-18.5947, -2.7634, 9.3933], [-19.4981, -4.0294, 10.1741], [-17.9073, -4.3919, 9.4893], [-21.1356, -2.8349, 8.3980], [-21.3708, -3.8480, 6.9804], [-21.5612, -4.7878, 9.8821], [-22.8625, -4.5883, 8.7836], [-21.9348, -6.3534, 7.2625], [-22.0933, -6.9954, 8.8947], [-19.8934, -6.0806, 10.4064], [-18.4966, -6.9430, 9.7861], [-20.0137, -7.7882, 10.1225], [-20.5648, -8.6930, 8.0369], [-18.9096, -8.3742, 7.6792], [-20.1190, -7.9178, 6.4796], [-17.5707, -5.9444, 8.1922], [-19.2207, -5.3707, 4.4775], [-19.4090, -5.0752, 5.3772], [-18.5689, -6.0660, 4.6095], [-21.1302, -6.5637, 2.6584], [-20.4338, -6.1523, 3.1927], [-21.5724, -7.1657, 3.2618]],
  "atomic_forces_ev_per_a": [[0.064, -0.379, 0.057], [-0.099, -0.221, 0.182], [-0.107, 0.189, -0.046], [0.013, 0.650, 0.345], [0.282, -0.166, -0.132], [-0.053, 0.352, -0.107], [-0.036, 0.271, 0.175], [-0.824, 0.185, 0.557], [0.358, -0.226, 0.045], [0.149, -0.115, -0.536], [-0.117, -0.219, 0.162], [0.051, 0.119, -0.036], [-0.089, 0.103, -0.002], [0.006, 0.025, 0.026], [0.023, 0.014, 0.000], [0.079, -0.099, -0.011], [0.000, -0.001, 0.001], [0.112, -0.250, -0.101], [-0.062, -0.079, -0.144], [-0.050, -0.076, 0.051], [-0.095, 0.119, 0.114], [0.055, -0.163, 0.092], [-0.069, -0.096, -0.035], [0.058, -0.055, -0.183], [0.149, -0.148, -0.288], [0.416, -0.104, -0.091], [-0.068, 0.098, -0.079], [0.030, 0.036, 0.007], [-0.194, 0.037, -0.008], [-0.024, 0.128, -0.043], [0.404, -0.286, -0.430], [-0.314, 0.148, 0.350], [-0.382, -0.159, -0.319], [0.175, 0.098, 0.126], [-0.249, 0.069, 0.218], [-0.109, 0.084, 0.238], [0.040, -0.241, 0.047], [-0.104, 0.318, 0.110], [0.466, -0.339, 0.242], [-0.049, 0.166, -0.254], [0.101, -0.127, 0.124], [-0.028, 0.136, 0.198], [-0.118, 0.195, 0.124], [-0.105, 0.093, -0.030], [0.124, -0.015, -0.051], [0.021, -0.145, 0.111], [0.117, 0.088, 0.098], [0.042, -0.035, -0.029], [0.058, -0.012, -0.019], [0.182, -0.070, -0.092], [0.037, -0.112, -0.210], [-0.016, 0.090, -0.021], [0.014, 0.013, -0.058], [0.026, 0.105, 0.011], [0.018, -0.133, -0.024], [0.102, -0.103, -0.137], [-0.226, 0.043, -0.216], [0.011, 0.221, -0.115], [-0.158, 0.176, 0.025], [-0.009, 0.015, 0.006], [0.059, -0.035, -0.246], [-0.139, -0.257, 0.139], [0.124, 0.040, 0.075], [0.032, -0.079, -0.090], [-0.080, 0.139, 0.118], [-0.024, -0.017, 0.011]],
  "lowdin_charge": [-0.04, -0.53, -0.02, -0.13, -0.17, -0.14, -0.52, -0.03, -0.03, -0.10, -0.02, 0.09, 0.08, 0.09, 0.07, 0.07, 0.09, 0.12, 0.12, 0.10, 0.11, 0.13, 0.12, 0.09, 0.07, 0.06, 0.08, 0.09, 0.09, 0.08, -0.04, -0.50, -0.01, -0.13, -0.18, -0.13, -0.51, -0.02, -0.03, -0.10, -0.03, 0.09, 0.08, 0.09, 0.08, 0.07, 0.08, 0.13, 0.12, 0.10, 0.12, 0.13, 0.13, 0.06, 0.08, 0.09, 0.09, 0.08, 0.08, 0.08, -0.05, 0.00, 0.01, -0.07, -0.02, 0.02]
}

---

[4]
{
  "formula": "C28H33N7O6PPd",
  "method": "ωB97M-V with the def2-TZVPD basis set",
  "e_lumo_ev": [-2.51, -5.46],
  "homo_ha": [-0.394, -0.408],
  "total_charge": 1,
  "relative_energy_kcal_mol": 4.9,
  "spin_multiplicity": 5,
  "species": ["Pd", "O", "N", "N", "O", "C", "C", "C", "C", "C", "C", "H", "H", "H", "H", "H", "C", "N", "C", "C", "C", "C", "C", "N", "C", "C", "C", "C", "C", "C", "H", "H", "H", "H", "H", "H", "H", "H", "H", "H", "H", "N", "C", "O", "C", "C", "N", "C", "N", "H", "H", "C", "C", "O", "P", "O", "C", "C", "O", "C", "C", "H", "H", "H", "H", "H", "H", "H", "H", "H", "H", "H", "H", "H", "H", "H"],
  "positions_angstrom": [[0.2413, -0.0056, 0.6590], [-1.6944, 0.2510, 1.5479], [-2.6438, 0.6021, 0.7674], [-2.3684, 0.6459, -0.4645], [-1.1997, 0.3029, -0.9749], [-3.3883, 1.0919, -1.3777], [-3.3686, 0.5968, -2.6705], [-4.3280, 1.0358, -3.5700], [-5.2902, 1.9520, -3.1707], [-5.2948, 2.4335, -1.8685], [-4.3375, 2.0110, -0.9603], [-2.6163, -0.1238, -2.9594], [-4.3199, 0.6606, -4.5845], [-6.0348, 2.2953, -3.8759], [-6.0411, 3.1523, -1.5586], [-4.3205, 2.3857, 0.0531], [-0.4794, -2.7262, -1.1750], [0.0656, -2.2564, 0.0979], [0.4061, -3.0726, 1.0207], [0.9431, -2.5284, 2.2369], [1.3597, -3.2025, 3.4288], [1.7568, -2.2250, 4.2820], [1.5715, -0.9644, 3.5713], [1.0962, -1.1642, 2.3651], [-0.8016, -4.1911, -1.2534], [-2.0305, -4.6580, -0.7953], [-2.3208, -6.0135, -0.8226], [-1.3833, -6.9146, -1.3098], [-0.1573, -6.4575, -1.7707], [0.1313, -5.1001, -1.7405], [0.2565, -2.4419, -1.9328], [-1.3562, -2.1058, -1.3672], [0.2970, -4.1510, 0.9222], [1.3444, -4.2679, 3.5897], [2.1335, -2.3274, 5.2865], [1.7782, 0.0320, 3.9308], [-2.7651, -3.9540, -0.4201], [-3.2806, -6.3673, -0.4706], [-1.6117, -7.9717, -1.3362], [0.5723, -7.1564, -2.1578], [1.0893, -4.7438, -2.1036], [1.0932, -0.7655, -3.9060], [0.9252, 0.2512, -3.0339], [1.5114, 0.3333, -1.9691], [-0.0504, 1.2979, -3.4783], [-0.1915, 2.4990, -2.7677], [-0.3340, 3.5151, -2.2427], [-0.7918, 1.1177, -4.6573], [-1.3953, 0.8840, -5.6147], [0.6731, -0.7668, -4.8208], [1.8276, -1.4265, -3.7144], [4.0240, 3.7033, 0.1654], [2.8592, 2.8693, -0.3096], [1.6769, 3.2200, 0.4496], [0.9589, 2.1525, 1.3887], [1.9454, 1.9057, 2.6163], [2.4069, 3.0145, 3.4406], [3.6827, 2.5917, 4.1236], [-0.1580, 3.0535, 2.0571], [-1.2099, 3.6397, 1.2439], [-2.4435, 3.7828, 2.0968], [4.8981, 3.4999, -0.4542], [4.2802, 3.4700, 1.1993], [3.7905, 4.7651, 0.0929], [3.0616, 1.8013, -0.2110], [2.6232, 3.0703, -1.3525], [1.6173, 3.2455, 4.1551], [2.5596, 3.8875, 2.8055], [3.5212, 1.7094, 4.7435], [4.0396, 3.3969, 4.7658], [4.4591, 2.3620, 3.3940], [-1.3884, 3.0053, 0.3737], [-0.8428, 4.5991, 0.8824], [-2.7899, 2.8097, 2.4426], [-3.2366, 4.2523, 1.5128], [-2.2396, 4.4146, 2.9608]],
  "atomic_forces_ev_per_a": [[0.100, 0.020, -0.059], [-0.005, -0.071, -0.014], [0.003, -0.004, -0.002], [-0.040, -0.011, 0.023], [0.028, 0.149, -0.054], [0.010, 0.006, -0.008], [-0.016, -0.011, 0.007], [-0.001, -0.007, 0.000], [0.004, 0.002, 0.007], [-0.002, 0.004, -0.001], [-0.004, -0.002, 0.009], [-0.032, 0.002, 0.017], [0.008, 0.000, -0.001], [-0.001, -0.002, 0.000], [0.001, 0.001, 0.000], [-0.003, -0.005, -0.001], [0.012, -0.021, 0.005], [-0.060, 0.052, -0.021], [-0.006, -0.014, 0.033], [-0.015, -0.023, -0.002], [0.002, 0.004, 0.000], [0.004, -0.015, -0.014], [0.014, -0.015, 0.042], [0.042, 0.039, -0.002], [-0.007, 0.007, 0.007], [0.004, 0.001, 0.000], [0.005, -0.006, -0.004], [-0.006, 0.003, 0.002], [0.006, 0.004, -0.004], [0.002, -0.003, 0.004], [-0.029, 0.001, 0.007], [-0.005, -0.001, 0.002], [0.004, -0.007, -0.006], [0.000, -0.001, 0.002], [-0.002, -0.003, 0.001], [-0.015, -0.028, -0.016], [-0.001, 0.000, 0.000], [-0.001, 0.001, 0.000], [0.001, 0.000, 0.000], [-0.001, -0.001, 0.000], [0.001, -0.002, 0.002], [0.004, -0.018, -0.013], [0.047, -0.006, 0.051], [-0.069, 0.081, -0.014], [0.147, -0.012, -0.043], [-0.011, -0.197, -0.039], [0.020, 0.150, 0.194], [-0.109, -0.022, 0.023], [0.063, 0.009, -0.016], [-0.001, -0.004, 0.000], [0.006, -0.001, 0.001], [0.025, -0.024, 0.006], [-0.034, 0.031, -0.057], [-0.033, -0.026, -0.039], [0.003, -0.040, 0.064], [0.018, 0.075, -0.001], [-0.029, 0.037, 0.027], [-0.005, -0.004, -0.016], [-0.071, 0.010, -0.043], [0.052, 0.029, 0.037], [-0.007, 0.010, -0.016], [0.000, 0.004, 0.001], [0.007, 0.001, -0.011], [-0.007, -0.005, -0.004], [-0.005, -0.049, -0.002], [-0.021, -0.006, -0.013], [0.005, -0.013, -0.005], [0.002, -0.008, 0.005], [0.004, 0.010, 0.019], [0.000, -0.006, 0.001], [0.007, -0.001, 0.000], [-0.012, -0.047, -0.053], [-0.004, 0.004, -0.020], [0.004, -0.008, 0.013], [0.007, 0.012, 0.002], [0.000, -0.011, 0.001]],
  "lowdin_spin": [1.37, 0.19, 0.03, 0.00, 0.10, 0.00, 0.00, 0.00, 0.00, 0.00, 0.00, 0.00, 0.00, 0.00, 0.00, 0.00, 0.03, 0.24, 0.00, 0.30, 0.04, 0.17, 0.25, 0.09, 0.00, 0.00, 0.00, 0.00, 0.00, 0.00, 0.01, 0.01, 0.00, 0.00, 0.01, 0.01, 0.00, 0.00, 0.00, 0.00, 0.00, 0.03, 0.04, 0.07, 0.39, 0.04, 0.19, 0.04, 0.20, 0.00, 0.00, 0.00, 0.00, 0.04, 0.07, 0.02, 0.00, 0.00, 0.01, 0.00, 0.00, 0.00, 0.00, 0.00, 0.00, 0.00, 0.00, 0.00, 0.00, 0.00, 0.00, 0.00, 0.00, 0.00, 0.00, 0.00]
}